ORCA calculation (the ωB97M-V functional and the def2-TZVPD basis) on a cluster of 20 separate species, C41H126N18O20 in total in a non-equilibrium geometry.

```
205
C41H126N18O20 the ωB97M-V functional and the def2-TZVPD basis
C 7.445 -2.420 -1.496
C 8.661 -3.243 -1.926
C 8.221 -4.611 -2.591
O 7.812 -5.673 -1.749
C 6.821 -6.521 -2.318
N 9.437 -2.521 -2.843
H 6.746 -2.970 -0.866
H 6.852 -2.278 -2.400
H 7.624 -1.435 -1.064
H 9.353 -3.379 -1.095
H 9.013 -4.959 -3.253
H 7.525 -4.556 -3.428
H 7.086 -7.427 -1.772
H 7.026 -6.836 -3.341
H 5.776 -6.266 -2.145
H 8.861 -2.376 -3.660
H 10.186 -3.038 -3.283
C -0.729 1.218 5.225
C 0.001 2.039 4.110
C 0.537 3.370 4.766
O -0.467 4.240 5.371
C 0.095 5.441 5.954
N 1.027 1.132 3.525
H -1.007 0.286 4.732
H -1.588 1.765 5.614
H -0.049 1.000 6.049
H -0.649 2.275 3.268
H 0.940 3.939 3.929
H 1.318 3.042 5.452
H 0.440 5.220 6.964
H -0.685 6.198 5.878
H 0.929 5.784 5.341
H 0.468 0.344 3.231
H 1.191 1.756 2.748
C -5.723 -4.186 -2.092
C -5.432 -2.994 -3.025
C -5.890 -1.549 -2.427
O -4.734 -0.830 -1.834
C -4.097 0.081 -2.685
N -4.032 -3.012 -3.372
H -5.121 -4.159 -1.183
H -5.662 -5.108 -2.670
H -6.752 -4.388 -1.795
H -6.121 -3.238 -3.834
H -6.650 -1.691 -1.659
H -6.496 -0.956 -3.113
H -3.261 0.518 -2.139
H -4.674 0.865 -3.177
H -3.624 -0.455 -3.508
H -3.784 -2.282 -2.719
H -3.874 -2.526 -4.243
C 0.171 -1.241 0.891
C 0.554 -0.046 -0.018
C 0.021 1.356 0.267
O 0.072 2.173 -0.939
C -0.632 3.403 -0.978
N 2.017 -0.166 -0.082
H -0.916 -1.317 0.907
H 0.436 -1.044 1.930
H 0.621 -2.186 0.589
H 0.381 -0.304 -1.063
H 0.639 1.954 0.937
H -1.015 1.292 0.598
H -0.121 4.194 -0.429
H -1.660 3.234 -0.658
H -0.701 3.525 -2.059
H 2.178 -1.112 -0.397
H 2.473 0.552 -0.628
C 0.533 4.618 -5.941
C 0.446 5.667 -4.803
O -0.270 5.112 -3.747
H -0.448 4.301 -6.293
H 1.204 3.792 -5.704
H 0.956 5.126 -6.808
H -0.029 6.486 -5.342
H 1.360 6.061 -4.359
H 0.396 4.898 -3.090
C 4.215 1.323 2.738
C 5.305 0.297 2.509
O 6.310 0.424 3.497
H 3.722 1.273 3.709
H 3.409 1.240 2.009
H 4.770 2.249 2.588
H 5.572 0.333 1.453
H 4.815 -0.654 2.717
H 7.161 0.301 3.069
C -5.732 4.321 -0.489
C -6.059 3.370 -1.664
O -7.423 3.684 -2.125
H -6.350 4.242 0.405
H -5.736 5.397 -0.664
H -4.702 4.203 -0.153
H -5.986 2.343 -1.305
H -5.274 3.625 -2.376
H -7.659 2.941 -2.684
C 4.235 -5.904 0.294
C 3.167 -5.125 -0.448
O 2.021 -5.603 0.260
H 3.919 -6.942 0.188
H 4.343 -5.666 1.352
H 5.185 -5.805 -0.231
H 3.117 -5.342 -1.515
H 3.180 -4.046 -0.294
H 1.301 -5.023 0.000
C 2.237 -3.147 4.730
C 1.820 -3.947 3.490
O 1.347 -5.147 4.051
H 2.123 -2.063 4.743
H 3.147 -3.360 5.289
H 1.553 -3.427 5.531
H 2.486 -4.182 2.659
H 1.044 -3.407 2.948
H 0.416 -5.034 4.252
C -4.379 1.337 4.356
C -4.892 2.085 3.152
O -3.803 2.287 2.368
H -4.103 0.323 4.066
H -5.099 1.330 5.174
H -3.492 1.876 4.690
H -5.129 3.075 3.543
H -5.591 1.510 2.546
H -3.374 3.022 2.811
C 2.132 5.324 0.733
C 2.089 6.234 -0.498
O 2.118 5.581 -1.735
H 1.634 5.703 1.625
H 3.178 5.082 0.921
H 1.641 4.357 0.628
H 2.858 7.007 -0.508
H 1.147 6.782 -0.515
H 2.834 4.982 -1.513
C -2.561 6.472 2.215
C -3.078 5.802 3.504
O -2.526 4.530 3.771
H -1.515 6.742 2.364
H -2.972 7.441 1.931
H -2.756 5.754 1.419
H -4.166 5.742 3.534
H -2.848 6.517 4.294
H -1.635 4.588 4.125
C -3.209 6.456 -5.652
C -3.505 6.508 -4.129
O -3.402 5.175 -3.657
H -2.413 7.175 -5.844
H -4.132 6.727 -6.165
H -2.821 5.468 -5.901
H -4.481 6.890 -3.829
H -2.727 7.105 -3.653
H -2.478 4.926 -3.587
C -0.887 0.175 -4.435
O -0.904 -0.562 -3.446
N -1.794 1.068 -4.681
N -0.081 0.105 -5.436
H -1.814 1.545 -5.571
H -2.352 1.354 -3.890
H -0.275 0.708 -6.223
H 0.843 -0.231 -5.207
C -1.496 -3.318 5.484
O -1.159 -4.192 4.752
N -1.265 -3.338 6.744
N -2.357 -2.347 5.185
H -1.573 -2.532 7.267
H -0.950 -4.213 7.139
H -2.599 -1.577 5.791
H -2.672 -2.457 4.231
C -3.741 -2.105 1.623
O -3.614 -2.139 2.826
N -3.820 -0.989 0.939
N -3.671 -3.177 0.933
H -3.988 -1.017 -0.056
H -3.911 -0.107 1.423
H -3.598 -4.120 1.285
H -3.287 -3.005 0.015
C 2.434 -1.717 -3.359
O 2.468 -0.526 -3.313
N 1.269 -2.379 -3.379
N 3.415 -2.509 -3.368
H 0.412 -1.848 -3.439
H 1.190 -3.286 -3.815
H 3.281 -3.505 -3.260
H 4.319 -2.090 -3.203
C -1.260 -4.396 -1.179
O -0.168 -4.462 -0.537
N -2.230 -5.283 -1.247
N -1.601 -3.363 -1.849
H -2.245 -6.117 -0.677
H -2.963 -5.052 -1.901
H -2.402 -3.483 -2.451
H -0.966 -2.580 -1.909
C -1.035 -8.127 3.099
O -1.826 -8.143 4.046
N -0.452 -7.156 2.489
N -0.631 -9.305 2.700
H -0.285 -6.320 3.031
H 0.137 -7.362 1.695
H -0.155 -9.195 1.816
H -0.860 -10.130 3.236
C 3.613 2.452 -1.905
O 3.659 3.406 -1.163
N 4.689 1.792 -2.434
N 2.498 1.987 -2.326
H 5.580 2.145 -2.116
H 4.420 0.989 -2.985
H 1.682 2.434 -1.934
H 2.479 0.980 -2.407
```

Output
F_max in eV/Å: 6.42
Calculated total energy in eV: -112327.9388
Multiplicity: 1
HOMO-LUMO gap in eV: 8.41
Lowest unoccupied orbital energy in eV: -0.1

ORCA calculation (the ωB97M-V functional and the def2-TZVPD basis) on a structure of composition C20H13AlCl52FN2O5SSi in a non-equilibrium geometry.

```
96
C20H13AlCl52FN2O5SSi the ωB97M-V functional and the def2-TZVPD basis
C 0.667 2.192 -3.102
Si 0.057 1.891 -4.879
C 0.587 3.426 -5.863
C 0.890 0.301 -5.470
O -1.601 1.638 -4.832
C -2.307 1.936 -6.036
C -3.141 3.250 -5.766
Al -5.069 2.844 -5.298
N -6.013 2.621 -6.936
C -5.792 1.560 -7.472
O -5.797 0.447 -7.838
O -5.741 4.404 -4.548
C -5.640 4.415 -3.252
N -5.912 4.392 -2.133
S -5.303 0.971 -3.939
O -5.900 -0.098 -4.716
O -6.088 1.223 -2.751
F -3.862 0.384 -3.412
H 1.752 1.987 -3.122
H 0.150 1.557 -2.368
H 0.489 3.265 -2.916
H 0.428 3.338 -6.947
H 0.093 4.312 -5.429
H 1.677 3.538 -5.678
H 1.990 0.312 -5.324
H 0.507 -0.540 -4.859
H 0.698 0.055 -6.525
H -1.635 2.042 -6.916
H -3.040 1.144 -6.300
H -3.123 3.913 -6.649
H -2.710 3.756 -4.878
C -1.038 3.292 0.567
Cl -2.105 4.515 1.274
Cl -1.946 2.342 -0.613
Cl 0.326 4.090 -0.231
Cl -0.434 2.226 1.850
C 4.850 1.902 -1.760
Cl 3.446 1.517 -0.760
Cl 5.408 3.540 -1.385
Cl 6.155 0.744 -1.434
Cl 4.397 1.810 -3.469
C 1.927 7.795 1.099
Cl 1.594 9.255 0.155
Cl 0.439 6.867 1.301
Cl 3.125 6.804 0.248
Cl 2.564 8.253 2.688
C 0.741 1.529 -9.835
Cl 0.827 0.138 -10.927
Cl 2.063 1.433 -8.662
Cl 0.896 3.024 -10.770
Cl -0.818 1.521 -8.992
C 4.180 -1.532 2.192
Cl 4.588 -1.298 3.900
Cl 5.319 -0.637 1.174
Cl 4.270 -3.256 1.812
Cl 2.538 -0.943 1.895
C 5.554 -0.645 8.028
Cl 5.961 -0.414 9.735
Cl 6.700 0.254 7.022
Cl 5.643 -2.369 7.630
Cl 3.913 -0.052 7.728
C 3.964 -6.655 3.687
Cl 4.039 -5.198 4.685
Cl 2.331 -6.847 3.034
Cl 5.120 -6.513 2.352
Cl 4.376 -8.065 4.677
C 0.722 -4.836 7.505
Cl 1.561 -5.803 8.729
Cl -1.023 -4.920 7.781
Cl 1.260 -3.153 7.615
Cl 1.102 -5.470 5.900
C 5.269 -8.281 9.346
Cl 4.844 -8.025 7.646
Cl 6.981 -7.904 9.588
Cl 4.286 -7.226 10.373
Cl 4.970 -9.971 9.781
C -4.380 4.815 5.140
Cl -4.713 6.291 4.220
Cl -5.866 3.870 5.291
Cl -3.173 3.848 4.288
Cl -3.771 5.246 6.749
C 1.705 -3.785 -6.339
Cl 1.906 -5.127 -7.480
Cl 2.887 -3.944 -5.029
Cl 1.962 -2.251 -7.178
Cl 0.071 -3.821 -5.668
C -3.122 -8.281 9.322
Cl -3.560 -8.030 7.626
Cl -1.406 -7.916 9.545
Cl -4.090 -7.211 10.346
Cl -3.432 -9.966 9.768
C -6.642 1.388 2.276
Cl -7.756 2.558 3.007
Cl -7.489 0.462 1.033
Cl -5.283 2.249 1.547
Cl -6.043 0.287 3.532
```

Output
F_max in eV/Å: 2.93
Total charge: -1
Calculated total energy in eV: -713364.5753
Multiplicity: 1
HOMO-LUMO gap in eV: 7.52
Lowest unoccupied orbital energy in eV: 0.9

ORCA calculation (the ωB97M-V functional and the def2-TZVPD basis) on a cluster of 2 separate species, C3H8O4P in total in a non-equilibrium geometry.

```
16
C3H8O4P the ωB97M-V functional and the def2-TZVPD basis
C -1.219 1.831 0.343
C -1.590 -0.427 -0.828
C -0.952 0.330 0.354
O 0.655 -1.712 1.085
O 0.982 0.581 2.264
O 2.720 -1.128 -1.273
O 3.327 -1.490 0.021
P 0.390 -0.241 1.180
H -0.827 2.309 -0.651
H -2.299 2.118 0.382
H -0.666 2.241 1.126
H -1.565 -1.574 -0.750
H -0.879 -0.199 -1.648
H -2.526 -0.101 -1.271
H 2.644 -1.697 0.726
H 1.804 -0.842 -1.060
```

Output
F_max in eV/Å: 2.81
Energy above the lowest of the compared OMol25 structures with the same formula, charge and spin in kJ/mol: 480.12
Total charge: -1
Calculated total energy in eV: -20718.5911
Multiplicity: 1
HOMO-LUMO gap in eV: 7.33
Lowest unoccupied orbital energy in eV: 3.8

ORCA calculation (the ωB97M-V functional and the def2-TZVPD basis) on the molecule C4H6 in a non-equilibrium geometry.

```
10
C4H6 the ωB97M-V functional and the def2-TZVPD basis
C 1.693 -1.067 -0.493
C 0.633 -0.568 0.068
C -0.523 -0.182 0.517
C -1.139 1.084 0.001
H 1.429 -2.078 -0.756
H 2.706 -0.710 -0.334
H -0.976 -0.745 1.329
H -2.024 0.926 -0.616
H -0.390 1.633 -0.577
H -1.410 1.706 0.860
```

Output
F_max in eV/Å: 1.54
Energy above the lowest of the compared OMol25 structures with the same formula, charge and spin in kJ/mol: 99.27
Calculated total energy in eV: -4242.9318
Multiplicity: 1
HOMO-LUMO gap in eV: 9.87
Lowest unoccupied orbital energy in eV: 1.0

ORCA calculation (the ωB97M-V functional and the def2-TZVPD basis) on the molecule C18H27N3O2.

```
50
C18H27N3O2 the ωB97M-V functional and the def2-TZVPD basis
C 1.938 3.507 -1.232
C 2.239 2.552 -2.397
C 1.966 3.239 -3.735
N 1.578 1.258 -2.343
C 0.146 1.176 -2.508
C -0.644 1.464 -1.222
N -0.013 0.827 -0.088
C 1.230 0.335 -0.034
O 1.678 -0.156 0.994
C 2.053 0.356 -1.318
C 2.162 -1.099 -1.860
C 0.899 -1.927 -1.669
O 0.048 -2.048 -2.531
N 0.829 -2.555 -0.476
C -0.355 -3.283 -0.077
C -1.355 -2.406 0.682
C -0.856 -2.029 2.083
C -1.685 -0.932 2.691
C -1.097 0.279 3.036
C -1.856 1.310 3.565
C -3.215 1.141 3.760
C -3.808 -0.067 3.433
C -3.049 -1.095 2.903
H 0.942 3.933 -1.321
H 2.018 2.989 -0.278
H 2.655 4.325 -1.237
H 3.312 2.317 -2.366
H 0.966 3.663 -3.769
H 2.075 2.525 -4.547
H 2.678 4.047 -3.880
H -0.081 0.160 -2.839
H -0.173 1.862 -3.290
H -0.716 2.542 -1.033
H -1.662 1.073 -1.324
H -0.539 0.797 0.779
H 3.065 0.663 -1.035
H 2.987 -1.600 -1.355
H 2.375 -1.034 -2.927
H 1.471 -2.277 0.252
H -0.051 -4.135 0.537
H -0.818 -3.648 -0.998
H -1.530 -1.502 0.095
H -2.303 -2.941 0.756
H 0.178 -1.688 2.023
H -0.886 -2.915 2.723
H -0.030 0.406 2.907
H -1.383 2.245 3.830
H -3.809 1.943 4.172
H -4.867 -0.209 3.593
H -3.520 -2.035 2.658
```

Output
F_max in eV/Å: 0.58
Energy above the lowest of the compared OMol25 structures with the same formula, charge and spin in kJ/mol: 98.81
Calculated total energy in eV: -27670.9576
Multiplicity: 1
HOMO-LUMO gap in eV: 9.10
Lowest unoccupied orbital energy in eV: 0.8

ORCA calculation (the ωB97M-V functional and the def2-TZVPD basis) on a cluster of 2 separate species, C5H13NP in total in a non-equilibrium geometry.

```
20
C5H13NP the ωB97M-V functional and the def2-TZVPD basis
C 2.590 -0.709 -0.404
C 1.919 -1.785 0.146
C 2.508 0.705 0.206
C -2.376 1.349 -0.582
C -2.004 -0.131 -0.537
N -1.007 -0.455 0.409
P -2.646 -1.180 0.795
H 3.105 -0.758 -1.388
H 1.501 -1.519 1.134
H 2.478 0.663 1.378
H 3.320 1.359 -0.031
H 1.659 1.127 -0.200
H -3.322 1.699 -1.070
H -2.316 1.766 0.487
H -1.723 1.945 -1.197
H -1.831 -0.643 -1.434
H -0.025 -0.969 0.074
H 1.968 -2.831 -0.218
H -0.660 0.380 0.965
H -3.138 -0.012 1.465
```

Output
F_max in eV/Å: 4.86
Energy above the lowest of the compared OMol25 structures with the same formula, charge and spin in kJ/mol: 224.01
Total charge: +1
Calculated total energy in eV: -16165.3016
Multiplicity: 1
HOMO-LUMO gap in eV: 9.44
Lowest unoccupied orbital energy in eV: -4.1

ORCA calculation (the ωB97M-V functional and the def2-TZVPD basis) on a structure of composition C24H19O4PTi in a non-equilibrium geometry.

```
49
C24H19O4PTi the ωB97M-V functional and the def2-TZVPD basis
Ti -0.095 0.413 -1.510
O -0.306 3.457 -2.565
C -0.232 2.366 -2.163
C -0.276 -1.579 -1.993
O -0.400 -2.715 -2.203
C 1.807 0.164 -2.196
O 2.907 -0.009 -2.529
C -1.960 0.057 -2.291
O -3.005 -0.172 -2.747
C 0.012 0.518 -6.510
H -0.929 1.077 -6.577
H 0.954 1.081 -6.525
C 0.010 -0.815 -6.357
H 0.950 -1.374 -6.246
H -0.932 -1.376 -6.303
C -0.795 4.026 3.160
C -0.072 4.039 1.962
C 0.187 2.848 1.283
C -0.283 1.621 1.787
C -1.058 1.616 2.965
C -1.304 2.816 3.645
P 0.070 0.102 0.824
C 1.714 -0.540 1.292
C 2.164 -1.743 0.721
C 3.491 -2.146 0.869
C 4.403 -1.350 1.570
C 3.965 -0.147 2.136
C 2.630 0.245 2.024
C -1.296 -1.070 1.178
C -1.064 -2.431 1.445
C -2.142 -3.313 1.512
C -3.450 -2.865 1.311
C -3.676 -1.522 0.987
C -2.608 -0.623 0.938
H -0.963 4.956 3.704
H 0.297 4.982 1.560
H 0.739 2.871 0.336
H -1.464 0.680 3.341
H -1.893 2.807 4.563
H 1.477 -2.362 0.138
H 3.817 -3.096 0.436
H 5.440 -1.675 1.680
H 4.678 0.480 2.676
H 2.290 1.160 2.507
H -0.053 -2.789 1.596
H -1.962 -4.363 1.722
H -4.292 -3.554 1.400
H -4.690 -1.177 0.779
H -2.800 0.424 0.666
```

Output
F_max in eV/Å: 7.87
Total charge: +2
Calculated total energy in eV: -65771.4842
Multiplicity: 3
HOMO-LUMO gap (spin up / spin down) in eV: 5.72 / 5.36
Lowest unoccupied orbital energy (spin up / spin down) in eV: -9.2 / -9.6